Record 1
ORCA calculation (the ωB97M-V functional and the def2-TZVPD basis) on Cl2H2N2S2 in the gas phase.

XYZ file:
```
8
Properties=species:S:1:pos:R:3:mulliken_charge:R:1
N -0.393 0.727 -0.440 0.058
Cl 1.189 -0.632 1.450 -0.011
S -0.603 2.008 0.752 -0.072
H -1.322 1.045 1.356 0.224
S -0.429 -1.861 -0.610 -0.045
H 0.790 -1.880 -1.172 0.137
N -0.171 -0.486 0.263 -0.215
Cl 0.939 1.080 -1.599 -0.076
```

Results
HOMO level = -9.400 eV
multiplicity = 1
DFT total energy = -49723.7400 eV
SMILES string = SN(Cl)N(S)Cl
HOMO-LUMO gap = 9.020 eV

***

Record 2
ORCA calculation (the ωB97M-V functional and the def2-TZVPD basis) on Cl2H2NO3P in the gas phase.

XYZ file:
```
9
Properties=species:S:1:pos:R:3:mulliken_charge:R:1
P -0.984 -1.432 -0.433 0.993
Cl -2.509 -0.294 1.257 -0.148
Cl -3.660 0.386 -0.535 0.613
H 0.577 -1.502 1.027 0.265
H 0.827 -0.020 0.068 0.236
O -1.401 -0.847 -1.712 -0.595
O -1.330 -2.756 0.021 -0.566
O -4.672 1.317 -0.022 -0.386
N 0.325 -0.834 0.338 -0.410
```

Results
HOMO level = -10.776 eV
multiplicity = 1
DFT total energy = -41995.8175 eV
HOMO-LUMO gap = 7.739 eV

***

Record 3
ORCA calculation (the ωB97M-V functional and the def2-TZVPD basis) on Cl2H2NO3P in the gas phase.

XYZ file:
```
9
Properties=species:S:1:pos:R:3:mulliken_charge:R:1
H 1.248 -0.923 0.078 0.303
P 0.094 1.134 0.312 0.962
O -0.551 0.796 1.566 -0.570
O -0.499 -2.426 0.209 -0.388
H 1.819 0.566 -0.886 0.267
N 1.270 0.120 -0.159 -0.380
O 0.008 2.338 -0.525 -0.618
Cl -1.764 -1.590 0.475 0.484
Cl -1.625 -0.015 -1.069 -0.061
```

Results
HOMO level = -10.979 eV
multiplicity = 1
DFT total energy = -41995.7330 eV
HOMO-LUMO gap = 7.637 eV

***

Record 4
ORCA calculation (the ωB97M-V functional and the def2-TZVPD basis) on 2 unconnected molecules or ions with the total composition Cl2H2NP.

XYZ file:
```
6
Properties=species:S:1:pos:R:3:mulliken_charge:R:1
Cl 3.373 1.390 0.233 -0.038
N 2.418 -0.039 0.414 -0.250
H 0.598 1.296 -1.751 0.087
Cl 3.044 -1.323 -0.306 0.018
P 0.237 0.228 -0.714 0.134
H 0.864 -0.814 -1.313 0.048
```

Results
HOMO level (spin up / spin down) = -8.564 / -9.192 eV
multiplicity = 1
DFT total energy = -35851.3281 eV
HOMO-LUMO gap (spin up / spin down) = 6.958 / 7.743 eV

***

Record 5
ORCA calculation (the ωB97M-V functional and the def2-TZVPD basis) on 2 unconnected molecules or ions with the total composition Cl2H2OSi.

XYZ file:
```
6
Properties=species:S:1:pos:R:3:mulliken_charge:R:1
Si 1.705 0.354 -0.082 0.615
O 1.931 -0.939 0.628 -0.392
Cl -0.181 1.239 -0.020 -0.180
Cl -3.734 -1.175 -0.016 -0.272
H -2.365 -0.889 -0.047 0.262
H 2.643 1.409 -0.462 -0.032
```

Results
HOMO level = -11.553 eV
multiplicity = 1
DFT total energy = -35003.2725 eV
SMILES string = O=[SiH]Cl.Cl
HOMO-LUMO gap = 10.558 eV

***

Record 6
ORCA calculation (the ωB97M-V functional and the def2-TZVPD basis) on 2 unconnected molecules or ions with the total composition Cl2H3N2OP.

XYZ file:
```
9
Properties=species:S:1:pos:R:3:mulliken_charge:R:1
H -1.067 -1.140 -1.447 0.277
N -1.967 -0.894 -0.926 -0.521
Cl 1.407 -1.638 0.504 -0.211
H -2.223 0.352 0.489 0.217
N -1.516 -0.036 -0.143 0.010
H 0.118 1.345 1.247 0.311
O 0.965 1.216 0.937 -0.434
P 1.218 0.226 -0.346 0.535
Cl 3.066 0.569 -0.314 -0.184
```

Results
HOMO level = -9.491 eV
multiplicity = 1
DFT total energy = -39409.7461 eV
SMILES string = [H]/N=N/[H].OP(Cl)Cl
HOMO-LUMO gap = 9.627 eV

***

Record 7
ORCA calculation (the ωB97M-V functional and the def2-TZVPD basis) on 2 unconnected molecules or ions with the total composition Cl2H3N2OP.

XYZ file:
```
9
Properties=species:S:1:pos:R:3:mulliken_charge:R:1
P 1.521 0.401 0.082 0.618
Cl 2.283 -1.482 0.065 -0.213
H -1.797 -0.861 -0.730 0.212
N -1.214 -0.085 1.007 -0.457
H -1.205 -1.055 1.493 0.256
O 0.808 0.591 -1.205 -0.488
H -1.884 0.872 -0.578 0.255
Cl 3.130 1.651 0.059 -0.227
N -1.641 -0.032 -0.192 0.045
```

Results
HOMO level (spin up / spin down) = -8.877 / -7.997 eV
multiplicity = 1
DFT total energy = -39408.8362 eV
HOMO-LUMO gap (spin up / spin down) = 8.629 / 5.759 eV

***

Record 8
ORCA calculation (the ωB97M-V functional and the def2-TZVPD basis) on a molecular structure, Cl2H3NSi.

XYZ file:
```
7
Properties=species:S:1:pos:R:3:mulliken_charge:R:1
H 1.909 0.214 0.669 0.280
Si -0.371 -0.265 -0.449 0.567
H 0.568 0.069 1.647 0.220
Cl -1.857 -1.465 0.013 -0.126
Cl -1.306 2.305 -0.935 -0.488
N 0.852 -0.065 0.734 -0.389
H 0.205 -0.792 -1.681 -0.065
```

Results
HOMO level = -9.888 eV
multiplicity = 1
DFT total energy = -34462.9507 eV
HOMO-LUMO gap = 9.395 eV